Record 1
# C37H91N6NaO15

C37H91N6NaO15 as an isolated structure (wB97M-V/def2-TZVPD, the OMol25 dataset).

Values from the calculation:
Energy relative to the best compared isomer or geometry (same formula, charge and spin), kcal per mole: 0.0
Strongest force on any atom, eV/A: 2.257
E, eV: -83906.879

Structure (XYZ):
```
150
C37H91N6NaO15 (wB97M-V/def2-TZVPD)
Na -14.420 19.133 -29.123
O -14.323 16.366 -29.080
O -13.732 19.760 -26.802
O -15.216 19.616 -25.091
O -19.803 16.600 -26.312
O -11.080 23.429 -27.804
O -11.072 20.035 -31.973
O -15.188 18.425 -33.424
O -15.840 19.197 -27.203
O -18.371 15.043 -30.304
O -18.894 23.126 -24.002
O -14.666 22.360 -30.504
O -16.075 13.767 -19.786
O -12.481 21.648 -21.519
O -20.623 22.965 -28.383
O -18.180 18.815 -21.669
N -16.432 16.723 -21.837
N -18.707 17.286 -28.849
N -12.215 18.358 -30.101
N -15.913 20.047 -30.873
N -19.614 21.199 -26.180
N -11.841 21.568 -25.221
C -18.794 16.734 -25.345
C -10.635 21.000 -32.907
C -17.016 18.997 -22.517
C -19.675 17.052 -29.900
C -11.350 19.495 -29.691
C -12.082 17.338 -29.059
C -16.744 21.006 -30.158
C -15.765 17.918 -32.187
C -13.698 22.153 -21.027
C -16.642 18.923 -31.414
C -14.922 19.606 -26.444
C -15.580 15.853 -21.030
C -19.676 22.203 -29.097
C -18.310 21.860 -24.105
C -12.958 16.143 -29.384
C -12.512 21.244 -23.939
C -15.809 22.152 -29.700
C -15.287 15.463 -29.503
C -19.125 18.338 -27.928
C -19.133 16.041 -30.922
C -12.247 22.889 -25.724
C -14.831 23.301 -31.564
C -12.137 22.160 -22.790
C -19.111 20.787 -24.857
C -18.257 13.841 -31.075
C -21.437 22.260 -27.489
C -12.267 22.904 -27.257
C -18.082 19.301 -20.371
C -14.790 13.423 -19.359
C -20.836 22.025 -26.105
C -17.918 24.123 -23.732
C -11.371 20.620 -30.730
C -20.186 17.796 -26.934
C -9.901 22.682 -27.686
C -16.219 14.446 -20.999
C -15.918 18.010 -22.210
C -14.062 19.263 -33.287
H -15.018 24.281 -31.122
H -13.338 19.057 -34.075
H -12.602 23.150 -22.913
H -12.146 20.253 -23.646
H -17.255 14.558 -21.324
H -18.530 19.879 -25.021
H -20.431 18.600 -26.226
H -16.719 20.044 -22.465
H -17.448 13.964 -31.796
H -19.710 21.176 -28.725
H -15.368 18.538 -21.411
H -9.466 22.686 -26.686
H -19.556 19.171 -28.476
H -15.282 17.864 -23.084
H -12.376 21.878 -27.640
H -11.769 19.903 -28.766
H -19.183 13.597 -31.598
H -16.056 19.122 -25.223
H -17.320 21.919 -24.575
H -20.000 15.677 -31.487
H -13.834 21.775 -20.012
H -10.012 21.669 -28.088
H -18.057 13.088 -30.318
H -14.235 20.347 -33.388
H -14.039 13.857 -20.024
H -17.344 16.754 -21.399
H -10.279 19.276 -29.592
H -11.162 21.954 -32.808
H -15.428 21.872 -28.716
H -17.513 18.810 -23.471
H -20.699 23.036 -25.709
H -17.244 24.124 -24.593
H -15.268 20.473 -31.510
H -10.528 21.256 -30.429
H -11.677 23.726 -25.310
H -18.383 25.110 -23.724
H -18.273 18.639 -27.317
H -17.116 18.344 -30.614
H -18.692 22.651 -28.984
H -11.065 16.932 -29.062
H -22.440 22.687 -27.399
H -18.142 21.422 -23.109
H -18.524 15.723 -25.051
H -12.796 15.874 -30.436
H -15.526 16.243 -20.009
H -14.990 14.410 -29.378
H -14.522 21.726 -21.615
H -13.004 23.573 -27.707
H -11.670 18.144 -30.938
H -18.310 16.458 -28.442
H -13.891 23.257 -32.108
H -20.631 16.641 -29.533
H -21.599 21.450 -25.572
H -18.438 20.318 -20.158
H -17.141 20.545 -29.254
H -17.891 17.208 -25.761
H -13.606 19.198 -32.298
H -12.355 20.895 -25.795
H -10.747 20.654 -33.933
H -11.073 22.418 -22.808
H -13.246 23.103 -25.301
H -13.842 23.237 -20.985
H -18.951 17.341 -24.444
H -14.615 15.694 -21.508
H -16.416 23.063 -29.676
H -12.318 21.170 -30.647
H -17.515 23.974 -22.728
H -14.946 17.510 -31.588
H -18.608 18.639 -19.675
H -18.555 16.584 -31.683
H -9.583 21.287 -32.800
H -12.678 15.284 -28.761
H -12.405 17.692 -28.077
H -19.947 22.048 -30.149
H -9.145 23.121 -28.342
H -15.795 13.872 -21.832
H -15.646 23.014 -32.235
H -17.431 19.269 -32.100
H -19.990 20.429 -24.315
H -16.378 17.140 -32.643
H -15.658 15.533 -30.531
H -17.033 19.267 -20.035
H -14.596 13.786 -18.344
H -18.980 21.915 -26.539
H -20.013 17.994 -30.339
H -14.634 12.344 -19.260
H -17.500 21.416 -30.841
H -21.711 21.287 -27.934
H -13.585 21.070 -24.070
H -21.108 17.664 -27.505
H -16.152 15.570 -28.850
```

---

Record 2
# C37H94N6O13

A 7-piece molecular cluster, C37H94N6O13 overall (wB97M-V/def2-TZVPD, the OMol25 dataset).

Values from the calculation:
Energy relative to the best compared isomer or geometry (same formula, charge and spin), kcal per mole: 17.1
Strongest force on any atom, eV/A: 2.270
Structure (SMILES): COCCNCCOC.COCCNCCOC.COCCNCCOC.COCCNCCOC.COCCNCCOC.COCCNCCOC.CO
E, eV: -75441.296

Structure (XYZ):
```
150
C37H94N6O13 (wB97M-V/def2-TZVPD)
O 3.422 1.008 5.279
O -4.360 4.414 -4.765
O -5.153 2.267 -0.627
O 1.676 -2.319 3.896
O 0.165 -3.721 -8.912
O -2.683 -2.442 5.435
O 9.226 5.703 -1.706
O -1.972 -0.992 -4.951
O -0.488 0.805 -0.460
O -1.001 1.103 2.310
O -3.144 -3.422 0.954
O 4.254 3.604 0.716
O 3.242 -6.048 0.899
N 1.508 -3.987 1.339
N 0.284 1.037 4.882
N 5.809 5.821 -0.287
N -3.363 4.154 -1.942
N -4.537 -2.312 3.290
N -2.131 -3.181 -7.069
C 3.941 4.959 1.039
C -4.543 5.808 -4.956
C 7.812 5.834 -1.669
C 3.089 2.795 0.729
C 3.781 0.439 4.018
C -2.982 2.819 -1.434
C -4.845 -2.923 4.561
C 7.228 6.093 -0.291
C 3.749 -4.715 0.752
C 0.511 -2.641 3.155
C -1.919 -0.568 -3.620
C -3.096 -2.171 -6.700
C 0.586 -4.018 2.488
C -5.171 -2.987 2.167
C -3.104 -1.777 -5.252
C -2.152 0.386 2.648
C 5.234 5.734 1.061
C -0.723 2.288 3.036
C -2.554 4.577 -3.063
C -3.788 2.366 -0.244
C -2.177 -3.495 -8.489
C 0.267 -0.403 -0.569
C -0.694 2.036 4.541
C -5.918 1.540 0.296
C -1.048 -4.430 -8.808
C 4.153 -7.022 0.447
C 9.705 5.586 -3.026
C -2.136 -2.858 0.168
C 1.124 1.184 6.073
C -4.379 -2.721 0.897
C -1.885 -1.575 6.191
C 1.295 -4.548 -9.172
C -4.060 -2.287 5.692
C 1.786 -3.003 5.122
C 2.937 -3.823 1.673
C -3.044 4.087 -4.430
C 2.335 0.305 5.848
H 3.879 -8.033 0.727
H 10.780 5.744 -3.001
H -3.130 -3.990 -8.701
H -5.654 0.494 0.483
H -1.963 -0.541 5.837
H -2.754 0.042 -3.258
H -4.902 -3.044 -0.014
H -4.143 -2.462 -6.882
H 0.260 2.676 2.783
H -0.725 0.960 0.468
H 3.262 5.311 0.259
H -0.334 -2.548 3.846
H -2.906 2.113 -2.267
H -2.149 -0.070 3.645
H 0.853 -3.054 5.690
H 5.993 5.292 1.721
H -3.020 -1.339 -7.423
H 2.611 -2.730 5.775
H 2.046 -0.594 5.306
H 0.703 0.631 4.061
H -3.047 1.013 2.547
H -0.119 -1.176 0.101
H 7.809 5.457 0.395
H -5.078 -4.072 2.326
H -4.625 6.440 -4.071
H 7.440 7.129 -0.024
H 2.634 -0.103 6.824
H -1.082 -5.244 -8.071
H 2.179 3.308 0.404
H -4.373 -1.238 5.764
H -1.970 2.895 -1.019
H -1.712 -1.932 0.582
H 1.360 -5.329 -8.411
H -2.342 4.470 -5.189
H -1.312 -3.572 0.122
H -0.827 -1.829 6.179
H 0.183 -0.744 -1.596
H -4.628 -4.004 4.564
H -6.010 2.053 1.258
H 7.469 4.914 -2.165
H -2.853 3.008 -4.468
H 1.045 -5.098 -10.091
H 0.787 -4.834 3.194
H -5.496 5.863 -5.488
H 2.009 -4.045 4.848
H 5.596 4.926 -0.713
H 2.917 2.444 1.753
H -5.912 -2.888 4.793
H -3.172 -2.656 -4.599
H -2.626 5.674 -3.121
H -3.792 6.189 -5.655
H 3.618 -4.467 -0.308
H 5.044 6.726 1.485
H -3.443 1.352 0.005
H 9.226 6.282 -3.721
H -3.599 2.965 0.653
H -1.473 4.479 -2.960
H -4.338 4.010 -2.186
H -1.122 0.174 -3.504
H 2.144 -3.895 -9.314
H 4.826 -4.674 0.935
H 0.532 0.997 6.973
H -0.333 3.019 4.891
H 3.261 1.957 0.054
H -2.171 -1.612 7.252
H -1.658 1.849 5.027
H 4.470 1.123 3.520
H 3.508 5.095 2.038
H -6.211 -2.684 2.035
H -1.215 -2.882 -6.756
H -4.241 -2.773 6.660
H -2.167 -2.595 -9.120
H -1.506 3.032 2.859
H 4.353 -0.472 4.214
H 1.396 2.246 6.149
H -6.936 1.483 -0.097
H 4.157 -7.011 -0.658
H 0.305 -1.936 2.350
H -3.553 -2.248 3.068
H -0.362 -4.269 2.005
H 1.373 -4.896 0.914
H 5.203 -6.776 0.633
H 3.004 -4.033 2.742
H -2.283 -0.448 1.956
H -1.125 -4.948 -9.781
H 3.292 -2.800 1.524
H -4.065 -1.275 -5.066
H 2.930 0.253 3.364
H -1.675 -1.344 -2.892
H 1.293 -0.177 -0.274
H -2.446 -2.632 -0.859
H 7.488 6.675 -2.299
H -4.229 -1.659 0.658
H 9.504 4.558 -3.355
```

---

Record 3
# C37H94N8O13

A 7-piece molecular cluster, C37H94N8O13 overall (wB97M-V/def2-TZVPD, the OMol25 dataset).

Values from the calculation:
Energy relative to the best compared isomer or geometry (same formula, charge and spin), kcal per mole: 0.0
Strongest force on any atom, eV/A: 1.524
Structure (SMILES): COCCNCCOC.COCCNCCOC.COCCNCCOC.COCCNCCOC.COCCNCCOC.COCCNCCOC.NC(N)=O
E, eV: -78424.717

Structure (XYZ):
```
152
C37H94N8O13 (wB97M-V/def2-TZVPD)
O -2.408 -1.857 4.134
O -1.081 -0.381 0.027
O 0.038 1.792 4.141
O 4.334 3.092 5.198
O -4.990 0.541 -2.582
O -0.712 2.083 -3.655
O 3.692 3.654 -6.596
O -2.418 -7.024 1.163
O 0.385 -2.063 8.684
O -8.910 1.899 -4.964
O 2.487 0.457 -6.109
O 5.829 2.307 -0.725
O 3.806 -5.167 0.923
N 1.721 3.210 5.970
N 0.222 -5.535 0.814
N -0.062 -1.951 -1.266
N 5.773 2.474 -4.367
N -6.430 2.706 -3.708
N 0.458 -0.996 -4.346
N -1.892 -1.312 6.831
N -0.601 -2.427 0.958
C -2.913 -8.050 0.327
C -0.706 1.343 3.038
C -3.970 -0.415 -2.529
C 2.417 4.170 -6.796
C -3.132 -2.962 3.634
C 2.365 4.387 5.431
C -8.430 3.226 -4.924
C 0.937 -3.181 9.331
C 4.768 -4.639 1.808
C -5.683 2.768 -2.460
C -0.660 -1.529 -0.084
C 1.544 -5.370 0.237
C 1.917 -1.094 -4.356
C 3.130 0.666 -7.324
C 5.771 1.767 -2.040
C -0.152 0.152 -5.023
C 2.484 -4.801 1.285
C 2.611 -0.872 -5.689
C 5.682 3.585 -5.308
C 4.327 4.256 -5.467
C -2.185 -5.794 0.484
C 5.739 3.007 5.197
C -2.386 -0.284 5.903
C -1.566 -0.806 8.152
C -0.836 -5.787 -0.181
C 5.694 2.933 -2.983
C 5.695 1.322 0.264
C -0.795 1.420 -2.387
C 3.864 4.334 5.682
C -7.698 3.420 -3.643
C -0.976 -1.899 9.004
C -3.218 -0.946 4.825
C 0.264 3.295 5.952
C 0.288 1.490 -4.447
C -0.359 3.083 4.574
C -4.507 1.870 -2.508
C -9.323 1.464 -6.242
H -3.708 -3.441 4.435
H -6.634 1.727 -3.891
H 0.123 1.627 -1.825
H -1.562 0.300 5.474
H -1.721 1.039 3.355
H 5.966 1.950 5.048
H -3.810 2.061 -3.334
H -0.841 0.024 8.116
H 2.111 -2.116 -4.017
H -3.566 -0.167 4.128
H -10.277 0.942 -6.132
H -0.025 4.273 6.347
H 4.896 1.107 -2.109
H 6.081 3.354 -6.297
H 6.422 0.507 0.115
H -0.766 -5.000 -0.940
H -0.965 0.357 -2.539
H 4.757 3.471 -2.791
H 4.224 0.568 -7.236
H -1.114 -1.661 10.069
H 1.826 4.179 -5.865
H -0.315 0.400 2.665
H 0.201 -6.325 1.452
H -1.071 -1.762 6.443
H -1.004 -2.202 1.850
H -9.215 3.984 -5.064
H 0.051 -1.860 -4.674
H 1.071 -3.051 10.404
H 2.357 -0.453 -3.587
H -5.366 3.797 -2.261
H 4.708 0.840 0.264
H 3.679 4.090 -4.597
H 4.643 -5.065 2.811
H 6.182 3.314 6.151
H 0.234 -2.880 -1.494
H -3.766 -7.672 -0.252
H 6.684 1.189 -2.228
H 1.194 1.345 -3.841
H 4.960 1.885 -4.555
H -8.617 0.717 -6.629
H -8.321 3.048 -2.817
H -3.380 -0.441 -3.465
H -0.663 -6.749 -0.687
H 2.267 -5.199 2.284
H -2.482 -0.439 8.621
H -3.017 0.384 6.498
H 5.732 -4.956 1.415
H 1.865 3.570 -7.518
H -2.442 -3.712 3.250
H 6.377 4.363 -4.963
H -3.271 -0.256 -1.699
H 0.361 -4.077 9.060
H 2.899 1.655 -7.689
H 6.193 3.587 4.385
H -1.240 0.106 -4.920
H -0.283 -3.360 0.748
H -3.940 1.949 -1.567
H -1.631 1.876 -1.866
H -7.717 3.385 -5.748
H -0.040 -1.269 -2.006
H 4.720 -3.547 1.855
H -4.442 -1.397 -2.482
H 2.412 -3.705 1.283
H 4.010 4.356 6.773
H -3.006 -5.622 -0.223
H -0.819 2.121 2.282
H -3.239 -8.853 0.979
H 3.669 -1.165 -5.581
H 0.565 2.175 -5.245
H 2.252 4.405 4.329
H -2.162 -8.402 -0.388
H -2.231 -5.036 1.266
H 5.831 1.821 1.221
H 1.982 -6.300 -0.152
H -1.516 -2.839 8.827
H 4.414 5.337 -5.628
H 1.901 -3.375 8.849
H -4.080 -1.436 5.284
H 2.159 -1.567 -6.417
H 1.919 5.301 5.823
H 2.425 5.219 -7.129
H -9.408 2.268 -6.973
H 1.493 -4.662 -0.595
H -3.797 -2.637 2.823
H 6.537 3.574 -2.723
H -0.178 2.542 6.612
H 1.991 2.427 5.385
H 2.856 -0.085 -8.079
H 0.024 0.115 -6.108
H -7.477 4.484 -3.531
H -1.453 3.130 4.663
H -6.291 2.473 -1.585
H 4.365 5.165 5.177
H 0.031 3.825 3.863
```